1.
Formula: C14H25BrN3O
Source: OMol25
Level of theory: ωB97M-V/def2-TZVPD

XYZ file:
```
44
Properties=species:S:1:pos:R:3:lowdin_charge:R:1
C 1.597 -1.874 2.425 -0.072
O 1.263 -0.510 2.657 -0.173
C 1.737 0.423 1.715 -0.156
C 0.647 1.428 1.480 -0.189
C 0.965 2.784 0.893 -0.350
N 1.818 2.705 -0.260 0.060
C -0.506 3.362 0.697 -0.558
Br -0.818 4.089 -1.087 0.772
C -1.464 2.160 0.888 -0.151
N -0.543 1.019 0.640 -0.041
C -1.072 -0.370 0.717 -0.084
C -2.225 -0.550 -0.274 -0.168
C -2.444 -1.996 -0.691 -0.145
C -1.563 -2.513 -1.851 -0.110
N -0.264 -1.876 -2.002 -0.123
C 0.896 -2.456 -1.585 -0.106
C 1.957 -1.627 -1.892 -0.090
C 1.411 -0.507 -2.553 -0.098
C 0.037 -0.682 -2.609 -0.103
H 1.866 -2.057 1.390 0.072
H 2.394 -2.175 3.098 0.095
H 0.725 -2.478 2.661 0.090
H 2.079 -0.036 0.790 0.124
H 2.575 0.981 2.134 0.148
H 0.206 1.655 2.450 0.169
H 1.454 3.461 1.584 0.155
H 1.544 2.003 -0.933 0.056
H 1.896 3.595 -0.727 0.064
H -0.770 4.143 1.394 0.094
H -1.847 2.084 1.900 0.146
H -2.299 2.163 0.205 0.105
H -0.268 1.148 -0.343 0.151
H -0.237 -1.028 0.512 0.114
H -1.411 -0.548 1.731 0.149
H -3.123 -0.201 0.231 0.120
H -2.090 0.092 -1.141 0.107
H -3.471 -2.080 -1.034 0.116
H -2.377 -2.658 0.166 0.118
H -2.098 -2.450 -2.791 0.129
H -1.366 -3.565 -1.686 0.124
H 0.934 -3.417 -1.110 0.123
H 2.990 -1.850 -1.712 0.100
H 1.978 0.294 -2.988 0.097
H -0.712 -0.082 -3.087 0.119
```

Structure (SMILES)   COC[C@H]1[C@@H](N)[C@@H](Br)C[N@@H+]1CCCCn1cccc1
Strongest force on any atom   0.0212 hartree/bohr
Gap between HOMO and LUMO   9.39 eV
Net charge   +1


2.
Formula: C17H16AuN8OS
Source: OMol25
Level of theory: ωB97M-V/def2-TZVPD

XYZ file:
```
44
Properties=species:S:1:pos:R:3:lowdin_charge:R:1
Au 0.132 -0.317 -0.170 0.804
S -1.200 2.670 6.940 1.048
N -0.532 3.314 5.611 -0.217
C -0.560 2.412 4.642 -0.302
C -0.059 2.578 3.313 -0.080
C 0.532 3.755 2.875 0.022
C 1.015 3.840 1.577 -0.021
C 0.898 2.725 0.761 -0.122
N 0.347 1.601 1.168 0.019
C -0.154 1.471 2.416 -0.141
C -0.751 0.237 2.829 -0.145
N -0.835 -0.796 1.965 0.024
C -1.349 -1.948 2.333 -0.121
C -1.851 -2.180 3.610 -0.018
C -1.809 -1.145 4.528 0.021
C -1.255 0.076 4.156 -0.078
C -1.151 1.181 5.056 -0.300
N -1.548 1.212 6.320 -0.216
H 0.606 4.585 3.559 0.123
H 1.483 4.735 1.205 0.111
H 1.270 2.730 -0.255 0.113
H -1.363 -2.724 1.581 0.114
H -2.257 -3.144 3.867 0.112
H -2.188 -1.256 5.533 0.123
C -2.295 2.178 -2.556 -0.045
O -1.312 1.307 -1.999 -0.128
C -1.480 0.665 -0.862 -0.360
C -2.725 0.757 -0.067 -0.068
H -2.512 3.000 -1.873 0.103
H -3.215 1.642 -2.796 0.101
H -1.863 2.567 -3.476 0.101
H -3.569 1.185 -0.607 0.076
H -2.545 1.360 0.828 0.094
H -2.997 -0.235 0.293 0.083
N 6.361 -2.290 0.442 0.187
C 5.211 -1.931 -0.133 -0.478
N 5.180 -1.710 -1.457 0.197
N 4.162 -1.804 0.644 0.127
C 2.972 -1.500 0.360 -0.321
N 1.838 -1.278 0.229 -0.021
H 7.198 -2.455 -0.088 0.119
H 6.360 -2.498 1.425 0.125
H 5.995 -1.819 -2.037 0.119
H 4.319 -1.438 -1.900 0.118
```

Energy above the lowest of the compared OMol25 structures with the same formula, charge and spin   120.6 kJ/mol
Strongest force on any atom   0.0517 hartree/bohr
Gap between HOMO and LUMO   6.70 eV
Net charge   +1


Calculated values (eV) of LUMO level for the records, taken in order: -2.1691; -3.0428.